{
  "formula": "C4H4N4",
  "method": "ωB97M-V/def2-TZVPD",
  "species": ["H", "N", "C", "N", "C", "C", "N", "C", "N", "H", "H", "H"],
  "coordinates": [[-2.414, -1.171, 0.781], [-2.393, -0.026, 0.582], [-1.239, 0.130, -0.039], [-0.643, -1.120, -0.466], [0.646, -1.257, -0.350], [1.403, -0.308, 0.325], [1.200, 1.019, 0.441], [0.171, 1.754, -0.137], [-0.914, 1.440, -0.667], [1.120, -2.349, -0.647], [2.452, -0.813, 0.542], [0.612, 2.700, -0.365]],
  "forces_ev_per_angstrom": [[-0.175, 3.691, -0.635], [3.137, -2.483, -0.189], [-4.749, -1.436, -0.537], [1.987, 0.989, -0.653], [-2.966, -3.704, -1.173], [3.566, 3.494, 0.309], [1.205, -4.053, 1.246], [2.811, 0.612, -1.151], [-1.647, -3.070, 1.724], [-1.172, 3.040, 0.714], [-1.812, 1.903, 0.409], [-0.185, 1.017, -0.065]],
  "mulliken_charge": [0.3211, -0.5838, 0.4565, -0.4737, 0.0995, 0.1047, -0.5085, 0.0392, -0.3494, 0.2776, 0.2263, 0.3903],
  "de_lowest_kj_mol": 362.1,
  "orbital_gap_ha": 0.306,
  "total_charge": 0,
  "total_energy_ev": -10169.0851
}